Entry 1:
Density functional theory data (wB97M-V/def2-TZVPD) for a single C12H11NO2 molecule in a non-equilibrium geometry.

Last column: Löwdin charge in e.
Element x y z (Å)
C1 -0.1654 1.0590 -0.6427  -0.021
C2 -0.0885 1.3976 -1.7421  -0.098
C3 -2.4316 -1.2995 -0.6257  -0.132
C4 -2.7033 -0.1455 0.1366  -0.140
C5 -1.1676 -1.8539 -0.4804  -0.050
C6 -1.7890 0.5758 0.8474  -0.032
C7 -0.1523 -1.1294 0.0958  -0.117
C8 -0.2968 0.3487 0.5511  -0.290
C9 1.1623 -1.5698 0.4250  -0.398
C10 0.8138 0.4297 1.5896  -0.131
C11 -0.3106 1.6686 -3.1117  -0.098
C12 3.0295 -0.3683 1.6458  0.010
N1 1.6688 -0.5092 1.2128  0.028
O1 1.8999 -2.4832 0.0780  0.056
O2 1.2134 1.4672 2.3435  0.177
H1 -3.2938 -1.7744 -1.1114  0.093
H2 -3.8044 -0.1204 0.3095  0.115
H3 -0.9730 -2.9742 -0.7736  0.160
H4 -2.0919 1.3540 1.5660  0.100
H5 0.1141 0.8005 -3.6377  0.086
H6 0.1677 2.6868 -3.3488  0.102
H7 -1.4616 1.7630 -3.2501  0.119
H8 3.1013 -0.2529 2.7079  0.090
H9 3.5510 -1.3064 1.4234  0.095
H10 3.5533 0.4744 0.9915  0.161
H11 0.4548 1.7620 2.8002  0.114

Force components x, y, z for each atom (eV/Å):
C 1.9 0.2 3.6
C -0.2 1.5 -3.7
C 0.9 -1.0 -0.5
C -1.0 0.2 1.4
C -1.3 -2.3 -1.5
C -0.7 -0.1 0.8
C 1.7 -0.3 1.3
C -3.3 -2.8 2.0
C -1.5 -0.7 -2.3
C 1.3 0.1 -2.9
C -1.0 1.7 -1.1
C 2.2 0.0 -2.0
N 0.5 3.2 3.4
O -0.2 0.1 0.6
O 0.9 -2.0 -1.2
H 0.7 -0.1 0.2
H 0.9 1.1 0.1
H -0.2 2.4 0.4
H 0.1 -0.4 -0.5
H -0.3 0.7 -0.6
H -0.6 -1.7 -0.3
H 2.0 -0.2 -0.2
H 0.0 0.7 0.5
H -0.2 0.2 -0.2
H -1.1 -1.6 1.7
H -1.6 1.1 0.8

Computed properties:
- Multiplicity: 1
- DFT total energy: -18201.6270 eV
- Energy relative to the best compared isomer or geometry (same formula, charge and spin): 106.1 kcal per mole
- E_LUMO (spin up / spin down): -0.67 / -0.67 eV

---

Entry 2:
Density functional theory data (wB97M-V/def2-TZVPD) for a single C12H12 molecule in a non-equilibrium geometry.

Last column: Löwdin charge in e.
Element x y z (Å)
C1 -3.3588 -0.1068 0.0179  -0.084
C2 -1.8740 -0.1945 0.0895  -0.267
C3 -1.5159 -1.5298 0.0900  -0.050
C4 -0.1720 -1.9580 -0.0587  -0.041
C5 0.7551 -0.9894 -0.0531  -0.259
C6 2.0852 -1.2824 -0.0553  -0.045
C7 3.1178 -0.3241 0.1570  -0.009
C8 2.6973 1.0637 0.0361  -0.074
C9 1.4255 1.4116 -0.1072  -0.081
C10 0.4915 0.4333 -0.1471  -0.072
C11 -0.9709 0.8442 -0.0929  -0.212
C12 -1.4320 2.1629 0.0688  -0.071
H1 -3.7281 0.3916 -0.7865  0.033
H2 -4.1004 0.1303 0.9448  0.135
H3 -3.5714 -1.2538 0.0427  0.074
H4 -2.3965 -2.2708 -0.2215  0.138
H5 0.0513 -3.0241 -0.3076  0.132
H6 2.1292 -2.3991 0.3436  0.150
H7 4.1631 -0.4678 0.2506  0.080
H8 3.3139 1.8565 0.0469  0.065
H9 1.1159 2.4468 -0.1742  0.111
H10 -1.1177 2.6397 1.0815  0.133
H11 -2.5588 2.0497 -0.1593  0.103
H12 -0.7926 2.7167 -0.7314  0.111

Force components x, y, z for each atom (eV/Å):
C -2.1 -3.2 4.8
C -0.1 0.9 -0.2
C 1.5 -3.9 -2.3
C -5.0 -1.8 0.1
C 1.8 4.7 -1.2
C 3.8 -2.5 3.3
C -3.1 1.1 -1.5
C 0.7 -3.6 0.2
C -0.6 0.8 -0.3
C -6.3 -1.2 0.6
C 2.7 -5.1 1.5
C 0.1 3.3 -1.1
H -1.2 1.2 -2.5
H 2.3 0.3 -1.6
H -0.8 2.5 -0.9
H 2.5 1.2 1.3
H 0.0 1.1 0.6
H 1.2 2.0 -1.5
H 0.6 -0.8 0.2
H 2.9 2.2 0.3
H 0.2 0.0 0.1
H -1.0 -0.8 -1.6
H 1.8 1.5 0.6
H -1.8 0.1 1.1

Computed properties:
- Structure (SMILES): Cc1ccc2ccccc2c1C
- Multiplicity: 1
- DFT total energy: -12635.2626 eV
- Energy relative to the best compared isomer or geometry (same formula, charge and spin): 84.5 kcal per mole
- E_LUMO: 0.37 eV

---

Entry 3:
Density functional theory data (wB97M-V/def2-TZVPD) for C12H12BClN2NiO as an isolated structure in a non-equilibrium geometry.

Last column: Löwdin charge in e.
Element x y z (Å)
C1 4.1394 -1.4478 -0.3185  -0.005
C2 4.5747 -0.0558 -0.3225  -0.142
C3 3.7990 1.0252 0.6099  -0.106
C4 2.2483 0.9078 0.2184  -0.122
C5 1.8439 1.0088 -1.2646  0.046
C6 0.3362 0.8506 -1.6126  0.150
C7 -0.8030 0.5933 -0.5363  -0.128
N1 -2.1266 0.4320 -1.0501  0.175
C8 -2.9956 0.1947 0.0550  -0.053
B1 -4.5898 -0.0758 -0.3107  -0.386
C9 -5.0382 -1.6552 -0.3649  -0.022
O1 -5.5313 0.9832 -0.5477  0.092
C10 -2.6094 0.1625 1.5614  -0.490
Cl1 -3.9085 -0.1083 2.7867  0.733
N2 -1.2773 0.3364 2.0067  0.103
C11 -0.3525 0.5332 0.9324  -0.142
C12 1.1589 0.6913 1.3128  0.173
H1 4.1515 -2.0833 -1.2724  0.104
H2 3.7317 -1.9596 0.6197  0.108
H3 5.4313 0.2176 -1.0301  0.098
H4 4.2186 2.0766 0.4995  0.142
H5 3.8862 0.6396 1.6915  0.137
H6 2.6550 1.1628 -2.0496  0.130
H7 0.0342 0.9002 -2.7233  0.145
H8 -6.0952 -1.8032 -0.7580  0.090
H9 -4.8974 -2.0405 0.7164  0.076
H10 -4.2359 -2.1806 -1.0033  0.084
H11 -5.7379 1.4850 0.2702  0.120
H12 1.4673 0.6147 2.4065  0.143
Ni1 6.5224 -1.4053 -0.5226  0.746

Force components x, y, z for each atom (eV/Å):
C 1.7 1.8 0.0
C -1.0 -2.7 0.5
C 0.0 -1.7 0.2
C -2.1 0.3 -2.1
C -2.2 -0.7 3.7
C 1.2 -0.1 1.5
C 1.9 0.2 -0.4
N 1.7 -0.3 5.9
C 0.5 0.6 0.0
B -1.9 -0.1 -0.3
C 1.2 0.8 0.0
O 1.8 -1.7 1.5
C 3.0 0.5 -1.0
Cl 2.0 0.5 -1.9
N -2.3 -0.2 -3.6
C 0.2 0.1 -0.6
C -0.9 0.0 -2.7
H 0.5 0.8 1.4
H -0.1 1.2 -1.6
H -1.9 0.6 0.1
H -0.6 -1.4 0.2
H 0.0 0.9 -1.5
H -1.5 -0.2 1.1
H 0.4 -0.1 2.0
H 1.5 0.1 0.6
H -0.4 0.4 -1.7
H -1.4 0.4 0.9
H 0.3 0.0 -0.8
H -0.6 0.1 -1.6
Ni -0.6 -0.1 0.5

Computed properties:
- Charge: +2
- Multiplicity: 3
- DFT total energy: -71883.0598 eV
- E_LUMO (spin up / spin down): -8.25 / -10.17 eV

---

Entry 4:
Density functional theory data (wB97M-V/def2-TZVPD) for C12H12BrCuN2O7 as an isolated structure.

Last column: Löwdin charge in e.
Element x y z (Å)
Cu1 -1.3021 0.0016 -0.2084  0.759
O1 -0.8768 -1.0374 -3.3645  -0.065
C1 0.2195 -1.8746 -3.0477  -0.235
C2 1.1669 -1.3302 -1.9935  -0.155
N1 0.6325 -1.1470 -0.6392  -0.190
C3 0.1015 -2.3980 -0.1078  -0.093
C4 -1.2823 -2.6706 -0.7109  -0.613
O2 -1.6786 -3.8120 -0.8412  0.058
O3 -1.9222 -1.5851 -1.0665  -0.121
C5 1.6185 -0.4248 0.1768  -0.080
C6 1.5779 1.1503 0.0385  -0.643
O4 2.7078 1.7171 -0.0791  -0.120
O5 0.5178 1.3812 -1.1695  -0.761
H1 -1.5273 -1.1728 -2.6619  0.032
H2 0.8200 -1.9748 -3.9528  0.120
H3 -0.1235 -2.8804 -2.7833  0.114
H4 1.5601 -0.3734 -2.3244  0.081
H5 2.0106 -2.0359 -1.9292  0.132
H6 -0.0260 -2.2988 0.9723  0.133
H7 0.7457 -3.2598 -0.2997  0.131
H8 2.6449 -0.6968 -0.0834  0.125
H9 1.4550 -0.6838 1.2231  0.123
Br1 1.1253 2.3199 -2.5881  0.762
C7 0.6703 1.6817 1.1526  -0.165
C8 1.0946 2.5798 2.1131  0.018
C9 0.1839 2.9992 3.0733  -0.036
C10 -1.1271 2.5320 3.0468  0.003
C11 -1.4790 1.6416 2.0582  -0.154
N2 -0.5838 1.2172 1.1613  0.099
C12 -2.8852 1.1171 1.8242  -0.583
O6 -3.7578 1.3965 2.6328  0.046
O7 -3.0017 0.4345 0.7350  -0.060
H10 2.1162 2.9313 2.0556  0.118
H11 0.4877 3.7094 3.8351  0.105
H12 -1.8833 2.8459 3.7523  0.117

Force components x, y, z for each atom (eV/Å):
Cu 0.3 -0.3 0.2
O 0.6 0.0 -0.5
C -0.3 0.2 -0.1
C 0.0 0.2 -0.1
N -0.4 0.4 0.3
C 0.1 0.1 0.1
C -0.2 0.1 -0.1
O 0.0 0.2 0.0
O -0.5 -0.6 0.5
C 0.0 0.0 -0.3
C 0.7 0.0 0.5
O -0.6 -0.2 -0.1
O 0.0 0.3 -0.4
H -0.2 0.0 0.1
H 0.0 0.0 -0.1
H 0.0 0.0 0.0
H 0.0 0.0 0.0
H 0.0 0.0 0.0
H 0.0 0.0 0.1
H 0.1 -0.1 0.0
H 0.0 -0.1 -0.1
H 0.0 0.0 0.1
Br 0.0 -0.1 0.4
C -0.4 -0.1 -0.2
C 0.0 0.1 0.1
C 0.0 0.0 0.0
C 0.1 0.1 0.1
C 0.2 -0.2 -0.3
N 0.3 0.3 0.0
C -0.1 -0.1 -0.2
O 0.1 -0.1 -0.2
O 0.2 0.0 0.1
H 0.0 0.0 0.0
H 0.0 0.0 0.0
H 0.0 0.0 0.0

Computed properties:
- Charge: -1
- Multiplicity: 2
- DFT total energy: -144635.1273 eV
- E_LUMO (spin up / spin down): 2.67 / 2.01 eV

---

What is the DFT total energy in the third record?
-71883.0598 eV